Entry 1:
Entry from the Open Molecules 2025 dataset: a molecular structure, C3H6O2 at a distorted geometry (wB97M-V/def2-TZVPD).

The geometry in XYZ format:
```
11
Properties=species:S:1:pos:R:3
C 0.55 0.09 0.36
C -0.57 1.02 -0.17
C -0.40 -0.99 -0.12
H 2.50 0.20 0.57
H 0.57 0.01 1.43
H -0.92 1.90 0.51
H -0.37 1.22 -1.20
H -0.68 -1.89 0.53
H -0.17 -1.27 -1.21
O 1.73 -0.01 -0.22
O -1.53 -0.10 0.09
```

Computed properties:
E_LUMO, eV: 0.44
Total charge: 0
Multiplicity: 1
E_HOMO, eV: -9.732
ΔE to the lowest compared entry with this formula, charge and spin, kcal/mol: 75.88

Here is what Mulliken gives for the atomic charges, in e:
1 C 0.083
2 C -0.439
3 C -0.386
4 H 0.390
5 H 0.345
6 H 0.248
7 H 0.273
8 H 0.233
9 H 0.223
10 O -0.582
11 O -0.388

=====

Entry 2:
Entry from the Open Molecules 2025 dataset: a single C3H6O2 molecule at a distorted geometry (wB97M-V/def2-TZVPD).

The geometry in XYZ format:
```
11
Properties=species:S:1:pos:R:3
C -1.55 -0.07 -0.18
C -0.15 0.17 0.30
O -0.04 0.88 1.28
C 1.13 -0.33 -0.33
O 2.20 0.43 0.15
H -2.05 -0.87 0.38
H -1.71 -0.25 -1.25
H -1.95 0.86 0.24
H 1.09 -0.27 -1.43
H 1.22 -1.40 -0.07
H 1.84 0.88 0.94
```

Computed properties:
E_LUMO, eV: 0.87
SMILES: CC(=O)CO
Total charge: 0
Multiplicity: 1
E_HOMO, eV: -10.312
ΔE to the lowest compared entry with this formula, charge and spin, kcal/mol: 23.38

Here is what Mulliken gives for the atomic charges, in e:
1 C -1.070
2 C 0.800
3 O -0.614
4 C -0.381
5 O -0.525
6 H 0.277
7 H 0.309
8 H 0.335
9 H 0.290
10 H 0.208
11 H 0.372

=====

Entry 3:
Entry from the Open Molecules 2025 dataset: a single C3H6O2 molecule at a distorted geometry (wB97M-V/def2-TZVPD).

The geometry in XYZ format:
```
11
Properties=species:S:1:pos:R:3
C 1.42 0.65 0.04
O 0.69 -0.42 -0.64
C -0.43 -0.94 0.01
C -1.59 0.01 -0.17
O -1.34 1.27 -0.24
H 2.49 0.58 -0.48
H 1.55 0.55 1.26
H 0.98 1.79 -0.38
H -0.76 -1.78 -0.59
H -0.36 -1.18 1.14
H -2.65 -0.54 0.06
```

Computed properties:
E_LUMO, eV: 0.53
SMILES: COCC=O
Total charge: 0
Multiplicity: 1
E_HOMO, eV: -9.443
ΔE to the lowest compared entry with this formula, charge and spin, kcal/mol: 81.04

Here is what Mulliken gives for the atomic charges, in e:
1 C -0.541
2 O -0.324
3 C -0.383
4 C 0.167
5 O -0.481
6 H 0.213
7 H 0.259
8 H 0.217
9 H 0.311
10 H 0.317
11 H 0.244

=====

Entry 4:
Entry from the Open Molecules 2025 dataset: 2 unconnected molecules or ions with the total composition C3H6O2 at a distorted geometry (wB97M-V/def2-TZVPD).

The geometry in XYZ format:
```
11
Properties=species:S:1:pos:R:3
C -1.25 -0.27 -0.05
C -1.31 1.18 0.05
C 1.35 -1.07 -0.57
O -2.01 -1.13 0.23
O 1.87 -0.08 0.36
H -0.72 1.78 -0.70
H -2.41 1.54 0.07
H -0.67 1.48 0.99
H 1.79 -0.97 -1.56
H 1.20 -1.99 0.05
H 2.16 -0.47 1.12
```

Computed properties:
E_LUMO (alpha / beta), eV: 0.73 / 0.50
Total charge: 0
Multiplicity: 1
E_HOMO (alpha / beta), eV: -7.380 / -7.942
ΔE to the lowest compared entry with this formula, charge and spin, kcal/mol: 112.62

Here is what Mulliken gives for the atomic charges, in e:
1 C 0.359
2 C -0.734
3 C -0.418
4 O -0.378
5 O -0.450
6 H 0.286
7 H 0.305
8 H 0.210
9 H 0.228
10 H 0.298
11 H 0.293

=====

Entry 5:
Entry from the Open Molecules 2025 dataset: 2 unconnected molecules or ions with the total composition C3H6O2 (wB97M-V/def2-TZVPD).

The geometry in XYZ format:
```
11
Properties=species:S:1:pos:R:3
C -1.39 0.56 0.35
O -0.72 -0.45 0.77
C 0.54 -0.77 0.47
C 1.53 0.22 0.14
O 2.70 -0.04 -0.10
H -0.91 1.38 -0.17
H -0.98 -0.29 -1.58
H -2.42 0.58 0.68
H -0.32 -0.68 -1.52
H 0.81 -1.77 0.80
H 1.18 1.28 0.17
```

Computed properties:
E_LUMO (alpha / beta), eV: -0.37 / -0.67
Total charge: 0
Multiplicity: 1
E_HOMO (alpha / beta), eV: -8.547 / -8.432
ΔE to the lowest compared entry with this formula, charge and spin, kcal/mol: 116.65

Here is what Mulliken gives for the atomic charges, in e:
1 C -0.381
2 O -0.239
3 C -0.226
4 C 0.108
5 O -0.505
6 H 0.324
7 H 0.069
8 H 0.259
9 H 0.011
10 H 0.356
11 H 0.224

=====

Entry 6:
Entry from the Open Molecules 2025 dataset: a single C3H6O2 molecule (wB97M-V/def2-TZVPD).

The geometry in XYZ format:
```
11
Properties=species:S:1:pos:R:3
C -1.82 0.28 0.28
C 0.12 -0.94 0.01
O -0.43 0.12 0.56
C 1.51 -0.52 -0.32
O 1.98 0.71 0.15
H -2.39 -0.61 0.55
H -1.88 0.44 -0.80
H -2.14 1.17 0.80
H 1.35 -0.50 -1.42
H 2.24 -1.32 -0.15
H 1.24 1.11 0.62
```

Computed properties:
E_LUMO, eV: 0.82
Total charge: 0
Multiplicity: 1
E_HOMO, eV: -8.918
ΔE to the lowest compared entry with this formula, charge and spin, kcal/mol: 89.84

Here is what Mulliken gives for the atomic charges, in e:
1 C -0.548
2 C -0.520
3 O -0.189
4 C 0.036
5 O -0.517
6 H 0.272
7 H 0.315
8 H 0.228
9 H 0.220
10 H 0.336
11 H 0.367

=====

Entry 7:
Entry from the Open Molecules 2025 dataset: 2 unconnected molecules or ions with the total composition C3H6O2 at a distorted geometry (wB97M-V/def2-TZVPD).

The geometry in XYZ format:
```
11
Properties=species:S:1:pos:R:3
C -2.18 -1.10 1.17
C -1.56 0.00 1.71
O -0.90 -0.22 2.86
H -2.79 -1.02 0.32
H -2.00 -2.10 1.62
H -1.46 0.93 1.35
H -0.99 0.50 3.53
C 3.00 0.72 -3.09
O 2.54 1.30 -4.06
H 2.37 0.74 -2.25
H 3.96 0.26 -3.15
```

Computed properties:
E_LUMO, eV: 0.72
SMILES: C=CO.C=O
Total charge: 0
Multiplicity: 1
E_HOMO, eV: -8.954
ΔE to the lowest compared entry with this formula, charge and spin, kcal/mol: 69.82

Here is what Mulliken gives for the atomic charges, in e:
1 C -0.699
2 C -0.027
3 O -0.517
4 H 0.276
5 H 0.208
6 H 0.422
7 H 0.337
8 C -0.079
9 O -0.396
10 H 0.234
11 H 0.240

=====

Entry 8:
Entry from the Open Molecules 2025 dataset: 2 unconnected molecules or ions with the total composition C3H6O2 at a distorted geometry (wB97M-V/def2-TZVPD).

The geometry in XYZ format:
```
11
Properties=species:S:1:pos:R:3
C 2.19 -0.54 -0.13
C -2.67 0.24 -0.61
C 1.13 0.05 0.39
O -2.62 -0.03 0.71
O 0.47 1.12 -0.10
H 2.88 -0.43 -1.01
H 2.54 -1.45 0.44
H -3.35 -0.39 -1.13
H 0.67 -0.34 1.29
H -1.92 0.53 1.13
H 0.67 1.23 -0.97
```

Computed properties:
E_LUMO, eV: 0.64
Total charge: 0
Multiplicity: 1
E_HOMO, eV: -8.454
ΔE to the lowest compared entry with this formula, charge and spin, kcal/mol: 116.35

Here is what Mulliken gives for the atomic charges, in e:
1 C -0.770
2 C -0.189
3 C 0.273
4 O -0.355
5 O -0.432
6 H 0.256
7 H 0.177
8 H 0.144
9 H 0.235
10 H 0.403
11 H 0.258

=====

Entry 9:
Entry from the Open Molecules 2025 dataset: a single C3H6O2 molecule (wB97M-V/def2-TZVPD).

The geometry in XYZ format:
```
11
Properties=species:S:1:pos:R:3
O 1.95 0.04 0.11
C 0.83 -0.68 0.57
C -0.40 -0.39 -0.29
C -1.25 0.80 -0.15
O -0.26 0.72 -1.17
H 1.61 0.67 -0.55
H 1.05 -1.75 0.51
H 0.64 -0.44 1.63
H -0.85 -1.26 -0.77
H -1.06 1.52 0.64
H -2.27 0.77 -0.52
```

Computed properties:
E_LUMO, eV: 1.06
SMILES: OC[C@H]1CO1
Total charge: 0
Multiplicity: 1
E_HOMO, eV: -10.144
ΔE to the lowest compared entry with this formula, charge and spin, kcal/mol: 49.54

Here is what Mulliken gives for the atomic charges, in e:
1 O -0.515
2 C -0.442
3 C 0.132
4 C -0.324
5 O -0.487
6 H 0.351
7 H 0.273
8 H 0.218
9 H 0.317
10 H 0.224
11 H 0.252

=====

Entry 10:
Entry from the Open Molecules 2025 dataset: a single C3H6O2 molecule at a distorted geometry (wB97M-V/def2-TZVPD).

The geometry in XYZ format:
```
11
Properties=species:S:1:pos:R:3
O -1.62 0.34 0.42
C -0.79 -0.31 -0.44
C 0.35 -1.10 -0.02
C 0.86 0.29 -0.33
O 0.87 1.06 0.85
H -1.02 0.79 1.05
H -1.23 -0.48 -1.43
H 0.35 -1.33 1.04
H 0.71 -1.91 -0.65
H 0.27 0.75 -1.15
H 1.27 1.91 0.64
```

Computed properties:
E_LUMO, eV: 0.88
SMILES: O[C@@H]1C[C@@H]1O
Total charge: 0
Multiplicity: 1
E_HOMO, eV: -7.882
ΔE to the lowest compared entry with this formula, charge and spin, kcal/mol: 88.09

Here is what Mulliken gives for the atomic charges, in e:
1 O -0.498
2 C -0.127
3 C -0.496
4 C -0.155
5 O -0.508
6 H 0.349
7 H 0.405
8 H 0.203
9 H 0.237
10 H 0.276
11 H 0.315